Record 1
C36H60AuBN6S3Sb as an isolated structure, computed with ωB97M-V with the def2-TZVPD basis set.

Properties
* LUMO level: -10.64 eV
* energy: -90636.090 eV
* orbital gap: 5.94 eV

ORCA input file:
```
! RIJCOSX wB97M-V def2-TZVPD def2/J DEFGRID3
* xyz 3 1
Au -0.131 -0.223 0.041
Sb -1.810 -2.186 1.116
S -1.680 1.584 0.238
S 1.108 0.364 -1.982
S 1.524 -1.767 0.637
N 1.149 2.280 2.907
N 0.449 1.972 1.804
N 1.515 3.713 -0.046
N 1.381 2.444 -0.462
N 3.525 1.636 1.187
N 2.576 0.705 0.974
C 4.360 -2.567 1.331
C -0.842 2.283 1.586
C 0.566 3.034 3.800
C 6.289 2.123 3.168
C -3.980 -1.980 1.026
C 3.303 6.508 -0.919
C 6.973 2.028 0.749
C 1.750 4.278 -2.340
C -1.799 -3.250 4.000
C 0.843 6.942 -1.212
C -1.998 -5.042 0.195
C 1.731 6.188 1.007
C 1.181 4.814 5.441
C -1.479 3.175 2.483
C 1.597 2.987 -2.758
C -0.934 -2.387 3.082
C 4.081 -1.098 1.297
C 2.783 2.950 4.971
C 5.804 2.279 1.717
C 0.642 2.470 6.186
C -0.983 -3.487 -1.539
C 4.736 1.235 1.466
C 1.889 6.065 -0.508
C -4.607 -3.019 1.945
C 1.708 4.628 -0.958
C 2.779 -0.615 0.992
C 5.254 3.688 1.505
C -1.084 -3.845 -0.062
C -2.875 3.644 2.226
C 1.611 2.557 -4.188
C -0.743 3.545 3.572
C -0.630 -1.028 3.700
C 1.387 2.041 -1.724
C -4.412 -0.556 1.337
C 5.036 -0.152 1.523
C 1.306 3.323 5.091
B 1.271 1.423 0.664
H -2.718 -2.737 4.283
H -0.076 -1.178 4.629
H 1.111 2.684 7.146
H 0.700 5.997 1.314
H 7.522 1.116 0.987
H 6.053 -0.461 1.726
H -3.569 2.801 2.221
H -4.264 -4.036 1.756
H -0.095 -4.016 0.366
H 3.290 3.589 4.245
H 2.382 5.493 1.538
H 0.695 2.018 -4.437
H 5.063 3.879 0.447
H -3.006 -4.869 -0.185
H 0.178 5.084 5.772
H 7.102 2.824 3.351
H 3.743 -3.063 2.083
H 2.916 1.912 4.665
H -2.948 4.130 1.252
H -5.684 -3.006 1.760
H 4.065 5.860 -0.482
H -2.057 -5.316 1.250
H -0.007 -2.911 2.842
H -4.456 -2.779 2.995
H 5.404 -2.753 1.567
H -0.424 2.690 6.282
H 6.633 1.973 -0.287
H -1.547 -0.490 3.951
H 1.991 7.202 1.309
H 3.433 6.512 -2.002
H 5.988 4.414 1.854
H -5.484 -0.472 1.149
H -0.367 -2.604 -1.721
H -4.164 -2.221 -0.024
H 1.456 5.450 4.597
H -0.020 -0.399 3.049
H -3.193 4.349 2.990
H -1.242 -3.445 4.919
H -0.172 6.603 -0.996
H 3.480 7.523 -0.565
H 6.672 1.121 3.369
H -1.967 -3.320 -1.981
H 5.488 2.336 3.878
H 1.700 3.414 -4.851
H 2.452 1.887 -4.380
H 4.137 -3.025 0.365
H 0.761 1.404 5.980
H 4.323 3.846 2.050
H -1.597 -5.907 -0.339
H -3.911 0.183 0.717
H 1.874 5.063 -3.075
H 7.679 2.855 0.825
H 0.978 6.966 -2.294
H 1.857 5.044 6.264
H 0.937 7.967 -0.854
H -0.523 -4.318 -2.078
H -2.056 -4.217 3.568
H 3.263 3.086 5.939
H -1.168 4.231 4.294
H -4.244 -0.312 2.388
*
```

Results of the Löwdin charge analysis, in e, for atoms 1 through 5: number 1, Au, carries 0.486; number 2, Sb, carries 1.625; number 3, S, carries 0.762; number 4, S, carries 0.824; number 5, S, carries 0.734

Record 2
C31H51FN3SbSi4V as an isolated structure, computed with ωB97M-V with the def2-TZVPD basis set.

Properties
* LUMO level (alpha / beta): 0.37 / 0.16 eV
* energy relative to the best compared isomer or geometry (same formula, charge and spin): 0.516 eV
* energy: -103902.637 eV
* orbital gap (alpha / beta): 6.73 / 7.52 eV

ORCA input file:
```
! RIJCOSX wB97M-V def2-TZVPD def2/J DEFGRID3
* xyz 0 4
Sb -0.871 1.823 0.507
V 1.183 -0.398 -0.835
Si -2.925 0.198 2.324
Si 2.592 -1.102 2.310
Si 1.880 3.047 -0.710
Si -3.624 -0.124 -0.744
F 3.215 -0.108 -1.949
N 0.375 0.082 -2.660
N -0.353 -1.469 -0.245
N 2.592 -0.933 0.583
C -3.489 1.946 2.652
C 2.765 2.854 0.899
C -2.053 -2.531 0.992
C 1.668 -2.621 2.867
C 0.268 1.411 -2.360
C 3.786 -1.288 -1.512
C 0.664 1.674 -0.948
C 4.317 -1.168 2.996
C -4.391 -1.827 -0.774
C 0.206 -0.356 -3.911
C -0.059 2.309 -3.384
C -2.184 3.152 -0.559
C -3.041 0.070 -2.482
C 5.189 -3.154 -1.970
C 1.113 4.753 -0.691
C -0.244 1.844 -4.669
C 3.460 -1.694 -0.206
C 1.778 0.351 3.125
C -1.512 -1.356 0.440
C -1.502 -3.769 0.757
C -0.110 0.489 -4.951
C 4.612 -1.960 -2.378
C 3.131 3.016 -2.094
C -0.383 -3.871 -0.059
C 0.148 -2.700 -0.529
C -4.411 -0.856 2.757
C -5.022 1.060 -0.423
C 4.052 -2.927 0.154
C 4.898 -3.628 -0.696
C -1.571 -0.209 3.532
C -2.224 -0.021 0.546
H -4.795 -2.172 0.178
H 3.478 4.033 -2.312
H 2.231 -3.544 2.693
H 4.261 -1.089 4.089
H 0.078 -4.818 -0.305
H -5.690 1.014 -1.293
H 4.800 -1.536 -3.356
H 1.042 -2.730 -1.157
H 0.956 0.789 2.553
H -4.327 2.248 2.020
H 4.882 -2.071 2.754
H -5.607 0.765 0.454
H -1.579 4.027 -0.800
H -3.838 1.958 3.693
H -3.012 3.465 0.075
H -1.951 -4.653 1.192
H -1.016 0.695 3.799
H -4.715 2.096 -0.299
H 0.342 4.853 0.082
H 1.374 0.035 4.096
H -0.847 -0.930 3.135
H 3.590 3.574 0.961
H 1.450 -2.557 3.940
H 3.999 2.409 -1.818
H -5.145 -0.949 1.958
H -2.952 -2.455 1.589
H -3.687 -2.584 -1.135
H 2.099 3.028 1.750
H -2.567 1.023 -2.714
H -2.567 2.726 -1.484
H 5.330 -4.563 -0.360
H -0.239 0.100 -5.952
H -5.220 -1.778 -1.492
H -2.700 2.697 2.570
H 0.712 -2.714 2.336
H 0.327 -1.422 -4.066
H 3.822 -3.341 1.127
H -2.334 -0.728 -2.725
H -4.911 -0.361 3.599
H -0.490 2.539 -5.464
H 2.515 1.141 3.299
H 3.172 1.841 0.984
H 5.845 -3.697 -2.636
H -4.140 -1.862 3.092
H -3.915 -0.050 -3.134
H 4.885 -0.307 2.627
H -1.996 -0.632 4.449
H -0.148 3.363 -3.150
H 1.895 5.492 -0.469
H 2.717 2.598 -3.017
H 0.666 5.025 -1.655
*
```

Results of the Löwdin charge analysis, in e, for atoms 1 through 5: number 1, Sb, carries 1.444; number 2, V, carries 0.670; number 3, Si, carries 0.387; number 4, Si, carries 0.350; number 5, Si, carries 0.342

Record 3
A 2-piece molecular cluster, C4H9O3 overall, computed with ωB97M-V with the def2-TZVPD basis set.

Properties
* LUMO level (alpha / beta): 0.78 / -2.45 eV
* energy relative to the best compared isomer or geometry (same formula, charge and spin): 0.861 eV
* energy: -10433.413 eV
* orbital gap (alpha / beta): 10.87 / 7.69 eV

ORCA input file:
```
! RIJCOSX wB97M-V def2-TZVPD def2/J DEFGRID3
* xyz 0 2
O 0.001 -1.181 -0.143
O -2.105 -2.449 -1.386
O -0.780 1.829 1.126
C 1.458 1.042 0.931
C 0.048 1.032 1.487
C 0.212 -0.200 -1.028
C 1.554 0.532 -0.512
H 2.222 -0.293 -0.648
H 0.508 -0.500 -2.043
H -0.607 0.524 -1.097
H -1.303 -2.077 -0.977
H 2.057 0.360 1.529
H -2.809 -2.090 -0.823
H 1.737 1.320 -1.240
H 1.906 2.025 1.083
H -0.191 0.239 2.216
*
```

Results of the Löwdin charge analysis, in e, for atoms 1 through 5: number 1, O, carries -0.001; number 2, O, carries -0.062; number 3, O, carries 0.059; number 4, C, carries -0.148; number 5, C, carries -0.277

In the order shown, the computed molecular weight values come out to 1002.7; 769.8; 105.1 g mol⁻¹.
In the order shown, the computed largest force on an atom values come out to 1.2; 1.7; 1.6 eV/Å.